1.
A 4-piece molecular cluster, C3H14O4 overall in a non-equilibrium geometry. Source: OMol25; level of theory: the ωB97M-V functional and the def2-TZVPD basis.

## Properties
energy above the lowest of the compared OMol25 structures with the same formula, charge and spin = 43.12 kcal/mol
HOMO-LUMO gap = 10.82 eV
E_tot = -11526.7386 eV
LUMO = 0.0200 Eh
SMILES = CCCO.O.O.O

ORCA input file:
```
! wB97M-V def2-TZVPD RIJCOSX def2/J DEFGRID3
* xyz 0 1
C -2.6034 -0.9445 -0.7435
C -1.4193 -0.2344 -1.4775
C -0.2329 -0.5517 -0.6231
O 0.7723 0.4873 -0.6083
H -2.3787 -2.0214 -0.8471
H -3.5262 -0.5237 -1.1106
H -2.4686 -0.5656 0.3597
H -1.5559 -0.5113 -2.4796
H -1.6079 0.9087 -1.4644
H -0.3735 -0.8870 0.4145
H 0.2385 -1.5353 -0.9888
H 0.5225 1.2017 -1.2514
O 2.3673 -0.7387 0.9586
H 2.2014 -0.0957 0.2626
H 3.3079 -0.9456 0.8979
O -0.5120 -1.1066 2.9055
H -0.9356 -0.2301 2.5986
H 0.3015 -1.1862 2.3908
O 2.2841 3.2557 0.1695
H 2.4729 2.4443 0.5331
H 3.1456 3.7802 0.1033
*
```

Atom charges from the Mulliken analysis, given in e for atoms 1 to 4: -0.997 -0.579 0.252 -0.528

---

2.
A 4-piece molecular cluster, C3H14O4 overall in a non-equilibrium geometry. Source: OMol25; level of theory: the ωB97M-V functional and the def2-TZVPD basis.

## Properties
energy above the lowest of the compared OMol25 structures with the same formula, charge and spin = 31.28 kcal/mol
HOMO-LUMO gap = 11.10 eV
E_tot = -11527.2520 eV
LUMO = 0.0236 Eh
SMILES = CC(C)O.O.O.O

ORCA input file:
```
! wB97M-V def2-TZVPD RIJCOSX def2/J DEFGRID3
* xyz 0 1
C -1.4959 -0.1125 -1.0126
C -0.4868 0.9768 -1.4457
C -1.0476 2.4498 -1.0489
O 0.8227 0.7089 -0.5860
H -1.2775 -1.1134 -1.3413
H -1.5273 -0.1333 0.1083
H -2.5365 0.1687 -1.4612
H -0.2085 0.8924 -2.4954
H -1.9303 2.7693 -1.6485
H -1.4538 2.5288 -0.0091
H -0.3260 3.2536 -1.1180
H 0.6902 -0.2245 -0.1338
O -1.2806 -0.2287 2.7432
H -1.0955 -1.0369 2.2398
H -1.1345 -0.3978 3.7092
O 2.7222 -1.1034 -0.3113
H 3.6384 -0.9169 -0.3147
H 2.3007 -0.2654 -0.5129
O 0.4108 -1.9712 0.9295
H 1.3381 -1.7650 0.6154
H 0.3036 -2.8892 1.2027
*
```

Atom charges from the Mulliken analysis, given in e for atoms 1 to 4: -1.103 0.587 -1.225 -0.730

---

3.
A 4-piece molecular cluster, C3H14O4 overall in a non-equilibrium geometry. Source: OMol25; level of theory: the ωB97M-V functional and the def2-TZVPD basis.

## Properties
energy above the lowest of the compared OMol25 structures with the same formula, charge and spin = 27.83 kcal/mol
HOMO-LUMO gap = 10.88 eV
E_tot = -11527.4017 eV
LUMO = 0.0182 Eh
SMILES = CCCO.O.O.O

ORCA input file:
```
! wB97M-V def2-TZVPD RIJCOSX def2/J DEFGRID3
* xyz 0 1
C 1.2552 -2.7920 0.1345
C 1.9487 -1.4605 0.4527
C 1.1980 -0.2695 -0.1415
O 0.1946 0.1650 0.8292
H 1.7991 -3.4368 -0.5651
H 1.1822 -3.4502 1.0066
H 0.2495 -2.6128 -0.2485
H 2.9716 -1.4419 0.0935
H 1.8784 -1.3527 1.5306
H 0.6175 -0.4990 -1.0306
H 1.9380 0.5244 -0.2210
H 0.4322 1.0571 1.1018
O -1.4404 1.9291 -2.3169
H -1.2568 1.7585 -3.2380
H -1.0197 2.6642 -1.8756
O -2.9749 0.3389 -0.5047
H -2.5359 0.2568 0.3431
H -2.3398 0.6775 -1.1514
O -1.1424 2.8935 1.8123
H -2.0589 2.8570 1.5714
H -0.8961 2.1935 2.4175
*
```

Atom charges from the Mulliken analysis, given in e for atoms 1 to 4: -1.086 -0.229 -0.632 -0.449

---

4.
A 4-piece molecular cluster, C3H14O4S overall in a non-equilibrium geometry. Source: OMol25; level of theory: the ωB97M-V functional and the def2-TZVPD basis.

## Properties
energy above the lowest of the compared OMol25 structures with the same formula, charge and spin = 25.95 kcal/mol
HOMO-LUMO gap = 9.48 eV
E_tot = -22362.3766 eV
LUMO = -0.0004 Eh
SMILES = OCCCS.O.O.O

ORCA input file:
```
! wB97M-V def2-TZVPD RIJCOSX def2/J DEFGRID3
* xyz 0 1
O 0.0324 -2.9424 -0.2981
C -0.7459 -1.7471 -0.5522
C -0.0948 -0.7634 -1.4997
C -0.7763 0.5961 -1.5090
S -2.6097 0.5539 -1.3321
H 0.9480 -2.7022 -0.1280
H -1.6195 -2.2059 -1.0054
H -0.9302 -1.2774 0.4177
H 0.9737 -0.5450 -1.4097
H -0.1843 -1.1943 -2.5049
H -0.5294 1.2271 -2.3549
H -0.4954 1.0908 -0.5869
H -2.6026 1.8564 -1.0133
O 0.3546 3.5292 1.2092
H 1.0340 2.8887 1.0210
H -0.1755 3.2020 1.9394
O -0.3465 0.0765 3.0891
H 0.2128 -0.6069 2.7218
H -0.9322 0.2540 2.3484
O 3.0974 -0.3262 0.7897
H 2.2754 0.0779 0.5245
H 3.1140 -1.0418 0.1334
*
```

Atom charges from the Mulliken analysis, given in e for atoms 1 to 4: -0.528 -0.405 -0.347 -0.477

---

5.
A 5-piece molecular cluster, C3H14O5 overall in a non-equilibrium geometry. Source: OMol25; level of theory: the ωB97M-V functional and the def2-TZVPD basis.

## Properties
energy above the lowest of the compared OMol25 structures with the same formula, charge and spin = 76.13 kcal/mol
HOMO-LUMO gap = 8.86 eV
E_tot = -13572.6955 eV
LUMO = 0.0183 Eh
SMILES = C/C=C/O.O.O.O.O

ORCA input file:
```
! wB97M-V def2-TZVPD RIJCOSX def2/J DEFGRID3
* xyz 0 1
C 0.5230 0.7831 -1.4672
C -0.7404 1.4705 -1.0693
C -1.7751 1.4985 -1.9261
O -3.0253 1.9478 -1.5941
H 0.7180 0.7077 -2.5786
H 1.3535 0.9846 -0.8287
H 0.3374 -0.3035 -1.2614
H -0.7997 2.0799 -0.2564
H -1.8889 1.0961 -2.8801
H -3.1733 2.3992 -0.7532
O -0.0107 -3.8736 0.5692
H 0.8357 -4.0712 0.4914
H -0.5328 -4.2877 1.1869
O 3.0455 -0.5783 -0.8112
H 2.8989 0.1295 -0.3419
H 3.5848 -0.2914 -1.5687
O 1.4903 1.0534 3.4789
H 1.6459 0.2626 3.0013
H 0.6370 1.0096 3.6126
O -0.5393 -0.9685 1.6418
H -1.0143 -1.0788 0.7607
H -0.3308 -1.7954 1.9145
*
```

Atom charges from the Mulliken analysis, given in e for atoms 1 to 4: -0.814 -0.424 -0.084 -0.523

---

6.
A 5-piece molecular cluster, C3H14O5 overall in a non-equilibrium geometry. Source: OMol25; level of theory: the ωB97M-V functional and the def2-TZVPD basis.

## Properties
energy above the lowest of the compared OMol25 structures with the same formula, charge and spin = 75.63 kcal/mol
HOMO-LUMO gap = 9.51 eV
E_tot = -13572.7174 eV
LUMO = 0.0062 Eh
SMILES = CCC=O.O.O.O.O

ORCA input file:
```
! wB97M-V def2-TZVPD RIJCOSX def2/J DEFGRID3
* xyz 0 1
C 1.8581 -0.9089 0.7816
C 1.2743 -1.5197 -0.5451
C 2.1815 -0.9010 -1.6569
O 2.7821 -1.7215 -2.2836
H 2.8655 -0.7308 0.7556
H 1.3919 -1.6659 1.5636
H 1.3193 0.0421 1.0204
H 1.2900 -2.6727 -0.3942
H 0.2443 -1.3760 -0.7991
H 2.2037 0.1684 -1.6751
O -1.0620 3.3203 0.1401
H -2.0381 3.2670 0.6046
H -0.9984 4.2546 0.1095
O -1.5357 -0.3438 3.7448
H -0.7193 -0.8220 3.7107
H -2.3078 -0.9723 3.6210
O -3.7948 -0.0450 0.9088
H -4.1564 0.4122 0.1749
H -3.4568 0.3028 1.6259
O 0.1791 1.0946 -2.2876
H -0.1326 1.2019 -1.3829
H 0.0622 0.1310 -2.1920
*
```

Atom charges from the Mulliken analysis, given in e for atoms 1 to 4: -0.864 -0.495 -0.119 -0.497

---

7.
A 5-piece molecular cluster, C3H14O5 overall in a non-equilibrium geometry. Source: OMol25; level of theory: the ωB97M-V functional and the def2-TZVPD basis.

## Properties
energy above the lowest of the compared OMol25 structures with the same formula, charge and spin = 44.35 kcal/mol
HOMO-LUMO gap = 9.07 eV
E_tot = -13574.0737 eV
LUMO = 0.0057 Eh
SMILES = C=C(C)O.O.O.O.O

ORCA input file:
```
! wB97M-V def2-TZVPD RIJCOSX def2/J DEFGRID3
* xyz 0 1
C 1.8974 2.9402 -0.0038
C 0.7990 2.4286 -0.5411
C -0.2778 2.8607 -1.4889
O 0.6421 1.0311 -0.5057
H 2.2474 3.9394 -0.2298
H 2.6115 2.3912 0.6145
H -1.2553 2.6409 -1.0803
H -0.3316 3.9489 -1.5195
H -0.1869 2.5741 -2.5467
H 1.2626 0.5263 0.0216
O 2.8691 -2.6925 2.5311
H 2.2879 -3.3874 2.8695
H 3.7128 -3.1077 2.3605
O -5.2157 1.9383 -1.9125
H -4.4482 1.3947 -1.6805
H -4.8692 2.0640 -2.8085
O 0.5205 -4.3948 3.8958
H 0.1249 -5.2214 4.1927
H 0.1036 -4.3518 3.0250
O -0.6876 -2.4844 -2.1283
H -1.2477 -1.8886 -1.6209
H -0.5587 -3.1495 -1.4441
*
```

Atom charges from the Mulliken analysis, given in e for atoms 1 to 4: -0.911 0.804 -1.026 -0.493

---

8.
A 3-piece molecular cluster, C3H15N2O3 overall in a non-equilibrium geometry. Source: OMol25; level of theory: the ωB97M-V functional and the def2-TZVPD basis.

## Properties
energy above the lowest of the compared OMol25 structures with the same formula, charge and spin = 22.27 kcal/mol
HOMO-LUMO gap = 11.24 eV
E_tot = -12470.8698 eV
LUMO = -0.1017 Eh

ORCA input file:
```
! wB97M-V def2-TZVPD RIJCOSX def2/J DEFGRID3
* xyz 1 1
N 0.3654 -0.4767 0.4631
C -0.3436 0.8386 0.0516
C 0.7535 1.8341 -0.2756
O 1.8494 1.5700 0.5900
C -1.0423 0.5110 -1.3105
N -2.2003 -0.3451 -1.2483
H 1.1461 -0.2196 1.0861
H 0.6509 -1.0203 -0.3555
H -0.3681 -1.0618 0.9240
H -1.0003 1.1230 0.8542
H 0.4529 2.8704 -0.2781
H 1.1578 1.7002 -1.2993
H 2.5705 2.1932 0.3615
H -1.3502 1.4954 -1.7417
H -0.2649 0.1795 -1.9804
H -3.0075 0.0989 -0.7849
H -2.5790 -0.5564 -2.1550
H -2.2794 -2.7898 1.1913
H -2.0085 -1.6994 0.1274
O -2.0422 -1.8614 1.0886
H 3.8055 -0.9387 1.6220
H 2.6114 -1.9678 1.8583
O 3.1230 -1.4773 1.2113
*
```

Atom charges from the Mulliken analysis, given in e for atoms 1 to 4: -0.308 0.034 -0.715 -0.564